[1]
DFT (ωB97M-V with the def2-TZVPD basis set) results for a molecular structure, C31H24N9O3OsS3.

Structure (ORCA input):
```
! RIJCOSX wB97M-V def2-TZVPD def2/J DEFGRID3
* xyz 1 1
Os 0.589 0.611 -0.517
O -1.866 2.643 2.046
C -1.150 1.859 1.473
N -0.387 2.109 0.337
C -0.472 3.266 -0.391
C -1.386 4.332 -0.226
C -1.325 5.382 -1.097
C -0.368 5.420 -2.136
C 0.536 4.408 -2.297
C 0.495 3.312 -1.417
N 1.336 2.203 -1.471
C 2.695 2.474 -1.812
O 3.161 3.582 -1.761
C 3.553 1.335 -2.315
C 4.884 1.606 -2.612
C 5.638 0.615 -3.218
C 5.027 -0.589 -3.533
C 3.693 -0.761 -3.198
N 2.972 0.172 -2.582
C -1.016 0.442 1.939
C -1.645 0.046 3.100
C -1.579 -1.283 3.480
C -0.881 -2.164 2.672
C -0.252 -1.684 1.538
N -0.309 -0.399 1.164
H -2.118 4.303 0.563
H -2.031 6.195 -0.995
H -0.357 6.259 -2.819
H 1.260 4.434 -3.097
H 5.288 2.581 -2.380
H 6.675 0.791 -3.469
H 5.568 -1.377 -4.040
H 3.167 -1.674 -3.466
H -2.186 0.793 3.664
H -2.077 -1.630 4.376
H -0.825 -3.219 2.900
H 0.289 -2.364 0.900
C 2.214 -3.802 -1.202
N 2.718 -2.641 -0.448
C 3.862 -2.706 0.295
C 4.328 -1.641 0.980
C 3.551 -0.441 0.935
N 2.434 -0.388 0.218
C 2.047 -1.463 -0.496
O 1.021 -1.311 -1.194
N 3.918 0.651 1.603
H 3.054 -4.436 -1.471
H 1.713 -3.449 -2.098
H 1.500 -4.365 -0.603
H 4.369 -3.661 0.295
H 5.246 -1.701 1.543
H 4.746 0.664 2.172
H 3.341 1.475 1.559
S -3.151 -4.279 0.549
C -3.002 -2.762 -0.083
S -1.888 -2.364 -1.347
C -2.147 -0.672 -1.074
N -3.063 -0.428 -0.209
N -3.575 -1.587 0.318
C -4.738 -1.440 1.152
C -5.767 -2.365 1.090
C -6.897 -2.168 1.869
C -7.000 -1.060 2.698
C -5.967 -0.133 2.737
C -4.837 -0.315 1.957
S -1.231 0.595 -1.894
H -5.701 -3.214 0.427
H -7.708 -2.883 1.813
H -7.889 -0.909 3.296
H -6.045 0.742 3.369
H -4.051 0.427 1.941
*
```

Computed properties:
- molar mass (g/mol) = 857.02
- LUMO level (alpha / beta) (eV) = -4.46 / -4.11
- frontier orbital gap (alpha / beta) (Ha) = 0.2071 / 0.2196
- electronic energy (Ha) = -3199.3781
- ΔE to the lowest compared entry with this formula, charge and spin (kcal/mol) = 43.10

Atom charges from the Löwdin analysis, given in e for atoms 1 to 6: 1.3301 0.1202 -0.4054 -0.1072 -0.2349 0.0079



[2]
DFT (ωB97M-V with the def2-TZVPD basis set) results for a molecular structure, C31H25AsClIMnN3O3S.

Structure (ORCA input):
```
! RIJCOSX wB97M-V def2-TZVPD def2/J DEFGRID3
* xyz 0 5
Mn -0.668 1.058 -1.143
Cl -0.115 -3.716 -6.187
C -0.537 -2.843 -4.751
C -0.896 -3.537 -3.617
C -1.191 -2.862 -2.439
I -1.798 -3.910 -0.715
C -1.088 -1.474 -2.330
O -1.245 -0.817 -1.231
C -0.783 -0.762 -3.540
N -0.783 0.581 -3.424
C -0.557 1.303 -4.502
C -0.283 0.737 -5.753
C -0.244 -0.628 -5.887
C -0.510 -1.433 -4.760
H -0.938 -4.617 -3.639
H -0.610 2.375 -4.385
H -0.109 1.384 -6.598
H -0.036 -1.096 -6.836
C 3.480 1.867 -2.267
C 2.049 1.832 -1.842
N 1.463 0.763 -1.357
O 2.240 -0.405 -1.382
C 1.177 2.954 -1.994
C 1.564 4.320 -2.468
N -0.057 2.618 -1.699
O -1.144 3.209 -1.893
H 3.786 0.889 -2.629
H 4.096 2.121 -1.404
H 3.632 2.617 -3.036
H 1.860 -1.013 -0.721
H 2.457 4.664 -1.952
H 0.742 5.000 -2.245
H 1.748 4.341 -3.543
S -0.901 2.886 0.889
C -1.193 2.511 2.561
C -1.270 3.564 3.477
C -1.527 3.306 4.807
C -1.695 1.998 5.240
C -1.612 0.951 4.335
C -1.355 1.183 2.992
As -1.332 -0.187 1.586
C -1.748 -1.756 2.707
C -2.964 -2.404 2.508
C -3.313 -3.499 3.280
C -2.454 -3.950 4.266
C -1.241 -3.312 4.473
C -0.888 -2.224 3.694
C 0.611 -0.484 1.537
C 1.089 -1.756 1.225
C 2.449 -2.028 1.244
C 3.351 -1.023 1.553
C 2.887 0.253 1.830
C 1.530 0.522 1.819
H -1.134 4.574 3.121
H -1.603 4.122 5.511
H -1.893 1.790 6.282
H -1.742 -0.064 4.685
H -3.630 -2.047 1.730
H -4.254 -4.005 3.113
H -2.724 -4.800 4.875
H -0.571 -3.664 5.244
H 0.065 -1.733 3.857
H 0.382 -2.549 1.006
H 2.802 -3.026 1.023
H 4.408 -1.238 1.599
H 3.586 1.045 2.058
H 1.184 1.523 2.042
*
```

Computed properties:
- molar mass (g/mol) = 811.84
- LUMO level (alpha / beta) (eV) = -1.25 / -1.33
- frontier orbital gap (alpha / beta) (Ha) = 0.2120 / 0.2091
- electronic energy (Ha) = -6129.0611
- ΔE to the lowest compared entry with this formula, charge and spin (kcal/mol) = 37.77

Atom charges from the Löwdin analysis, given in e for atoms 1 to 6: 0.8564 0.6914 -0.6139 -0.1660 -0.6031 0.9759



[3]
DFT (ωB97M-V with the def2-TZVPD basis set) results for a molecular structure, C31H25BrN5NaO2Se.

Structure (ORCA input):
```
! RIJCOSX wB97M-V def2-TZVPD def2/J DEFGRID3
* xyz 0 1
Na -0.006 -1.606 -2.672
Br 0.227 -7.307 3.639
C 1.215 -5.693 3.667
C 2.184 -5.474 2.699
C 2.898 -4.288 2.700
C 2.634 -3.336 3.675
C 1.701 -3.586 4.671
C 0.967 -4.761 4.661
N 3.410 -2.123 3.820
N 3.663 -1.375 2.864
C 3.114 -1.597 1.559
C 3.999 -1.599 0.504
C 3.607 -1.890 -0.796
C 2.262 -2.141 -1.133
O 1.881 -2.424 -2.306
C 1.301 -1.997 -0.025
N -0.018 -2.066 -0.341
C -0.918 -1.895 0.593
C -0.593 -1.624 1.936
C 0.723 -1.535 2.281
C 1.731 -1.730 1.302
H 2.373 -6.225 1.946
H 3.643 -4.111 1.937
H 1.556 -2.852 5.452
H 0.224 -4.956 5.422
H 5.045 -1.409 0.722
H 4.336 -1.923 -1.595
H -1.961 -1.961 0.292
H -1.380 -1.474 2.663
H 1.007 -1.289 3.294
Se -3.180 -2.902 -2.627
N -2.304 -1.380 -3.019
C -3.153 -0.393 -2.825
C -2.823 0.994 -2.990
C -3.776 1.917 -2.744
C -5.106 1.546 -2.330
C -5.459 0.255 -2.156
C -4.477 -0.767 -2.392
N -4.693 -2.053 -2.231
H -1.815 1.256 -3.282
H -3.552 2.971 -2.851
H -5.827 2.333 -2.153
H -6.448 -0.045 -1.840
C -0.604 6.656 -0.334
C -0.293 5.212 -0.591
C -0.038 4.758 -1.879
C 0.245 3.425 -2.147
C 0.539 3.021 -3.564
C 0.288 2.525 -1.067
C 0.601 1.106 -1.279
O 0.451 0.523 -2.339
C 0.052 2.964 0.248
C 0.104 2.050 1.441
C -0.246 4.302 0.458
H -0.669 7.219 -1.264
H 0.163 7.122 0.287
H -1.553 6.765 0.193
H -0.055 5.466 -2.700
H 0.629 3.910 -4.186
H -0.237 2.382 -3.983
H 1.467 2.454 -3.632
H 1.032 0.554 -0.430
H -0.260 1.044 1.246
H -0.503 2.462 2.247
H 1.127 1.955 1.813
H -0.448 4.640 1.468
*
```

Computed properties:
- molar mass (g/mol) = 681.43
- LUMO level (eV) = -1.34
- frontier orbital gap (Ha) = 0.1932
- electronic energy (Ha) = -6758.3245
- ΔE to the lowest compared entry with this formula, charge and spin (kcal/mol) = 0.00

Atom charges from the Löwdin analysis, given in e for atoms 1 to 6: 0.3734 0.7262 -0.6971 -0.1118 -0.0163 -0.2842



[4]
DFT (ωB97M-V with the def2-TZVPD basis set) results for a molecular structure, C31H25Cl3I2IrNO3Si.

Structure (ORCA input):
```
! RIJCOSX wB97M-V def2-TZVPD def2/J DEFGRID3
* xyz 0 1
Ir 0.567 -2.118 -1.141
Cl -1.534 -7.436 3.009
C -0.624 -6.261 2.123
C -1.244 -5.540 1.121
C -0.501 -4.592 0.447
Cl -1.214 -3.645 -0.835
C 0.844 -4.310 0.721
O 1.526 -3.382 0.094
C 1.432 -5.102 1.726
Cl 3.099 -4.849 2.082
C 0.714 -6.053 2.422
H -2.283 -5.711 0.879
H 1.202 -6.623 3.200
I -1.541 0.780 -4.886
C 0.226 1.027 -3.819
C 1.094 2.096 -4.069
C 2.289 2.195 -3.398
I 3.444 3.920 -3.685
C 2.734 1.189 -2.511
C 3.981 1.121 -1.870
C 4.244 0.069 -1.023
C 3.292 -0.922 -0.816
N 2.120 -0.901 -1.429
C 1.822 0.140 -2.260
C 0.546 0.069 -2.866
O -0.256 -0.919 -2.526
H 0.834 2.840 -4.808
H 4.741 1.866 -2.062
H 5.199 0.016 -0.522
H 3.458 -1.773 -0.167
C -0.399 0.168 3.408
C -1.507 0.615 2.458
C -2.659 -0.383 2.444
C -1.976 2.028 2.771
Si -0.728 0.554 0.640
O -0.177 -0.943 0.494
C 0.640 1.857 0.534
C 0.535 2.997 -0.268
C 1.588 3.896 -0.382
C 2.772 3.673 0.304
C 2.906 2.534 1.087
C 1.852 1.638 1.197
C -2.229 0.954 -0.449
C -2.783 -0.095 -1.185
C -3.807 0.122 -2.096
C -4.315 1.400 -2.271
C -3.802 2.451 -1.526
C -2.774 2.230 -0.618
H -0.807 0.019 4.416
H 0.390 0.919 3.474
H 0.039 -0.776 3.080
H -3.109 -0.451 3.442
H -2.305 -1.377 2.165
H -3.438 -0.083 1.742
H -2.336 2.076 3.806
H -2.799 2.327 2.121
H -1.163 2.750 2.670
H -0.375 3.182 -0.826
H 1.481 4.772 -1.011
H 3.587 4.381 0.228
H 3.834 2.341 1.612
H 1.974 0.744 1.798
H -2.392 -1.095 -1.055
H -4.201 -0.707 -2.669
H -5.116 1.576 -2.979
H -4.204 3.449 -1.651
H -2.407 3.067 -0.036
*
```

Computed properties:
- molar mass (g/mol) = 1040.02
- LUMO level (alpha / beta) (eV) = -1.87 / -1.85
- frontier orbital gap (alpha / beta) (Ha) = 0.2217 / 0.2220
- electronic energy (Ha) = -3846.6420

Atom charges from the Löwdin analysis, given in e for atoms 1 to 6: 1.2863 0.6771 -0.6787 -0.1212 -0.5116 0.8092



[5]
DFT (ωB97M-V with the def2-TZVPD basis set) results for a molecular structure, C31H25LiN6O4.

Structure (ORCA input):
```
! RIJCOSX wB97M-V def2-TZVPD def2/J DEFGRID3
* xyz -2 1
Li 0.951 -0.323 -0.357
C 1.546 0.524 4.930
C 1.232 1.090 3.700
N 1.907 0.811 2.584
C 2.929 -0.097 2.588
C 3.320 -0.775 3.807
C 2.654 -0.344 4.985
C 4.366 -1.707 3.734
C 5.004 -1.996 2.547
C 4.572 -1.510 1.336
C 3.571 -0.462 1.271
N 3.100 0.028 0.142
C 3.814 -0.065 -1.024
C 5.164 0.306 -1.092
C 5.949 0.056 -2.230
C 5.342 -0.289 -3.407
C 3.917 -0.465 -3.460
C 3.284 -0.819 -4.663
C 1.907 -0.857 -4.734
C 1.168 -0.625 -3.558
N 1.780 -0.283 -2.377
C 3.140 -0.297 -2.324
H 0.923 0.670 5.852
H 0.501 1.902 3.582
H 2.965 -0.709 5.959
H 4.634 -2.308 4.591
H 5.857 -2.692 2.578
H 5.047 -1.911 0.456
H 5.636 0.580 -0.116
H 7.061 0.121 -2.208
H 5.891 -0.616 -4.274
H 3.892 -1.058 -5.517
H 1.362 -1.244 -5.589
H 0.075 -0.751 -3.592
O -1.080 5.756 1.446
C -1.842 5.100 0.694
O -2.888 5.401 0.078
C -1.448 3.678 0.504
C -0.079 3.381 0.808
C 0.356 2.163 0.403
N -0.399 1.131 0.004
C -1.733 1.367 -0.094
C -2.242 2.665 0.050
C 1.337 -2.916 0.238
O 2.094 -3.847 0.205
O 0.414 -2.200 0.256
H 0.592 4.042 1.354
H 1.410 1.911 0.408
H -3.212 2.833 -0.375
N -2.582 0.296 -0.345
C -3.765 0.221 -0.709
N -4.711 -0.588 -1.058
C -5.919 0.119 -1.685
C -7.033 0.307 -0.669
C -7.098 -0.890 0.276
C -6.335 -2.208 -0.155
C -4.868 -1.926 -0.505
H -6.278 -0.482 -2.536
H -5.553 1.096 -2.068
H -7.946 0.532 -1.231
H -6.871 1.240 -0.097
H -8.189 -1.091 0.425
H -6.654 -0.703 1.286
H -6.890 -2.719 -0.972
H -6.314 -2.834 0.744
H -4.458 -2.675 -1.186
H -4.280 -2.046 0.385
*
```

Computed properties:
- molar mass (g/mol) = 552.52
- LUMO level (alpha / beta) (eV) = 3.86 / 3.86
- frontier orbital gap (alpha / beta) (Ha) = 0.1028 / 0.1028
- electronic energy (Ha) = -1833.3376
- ΔE to the lowest compared entry with this formula, charge and spin (kcal/mol) = 57.87

Atom charges from the Löwdin analysis, given in e for atoms 1 to 6: 0.4979 -0.0777 -0.1426 0.1152 -0.1213 -0.1871



[6]
DFT (ωB97M-V with the def2-TZVPD basis set) results for a molecular structure, C31H26Cl3GeMnN6OS3.

Structure (ORCA input):
```
! RIJCOSX wB97M-V def2-TZVPD def2/J DEFGRID3
* xyz 1 6
Mn 0.764 0.265 -1.289
C -3.119 0.627 -0.014
C -2.055 1.679 -0.161
N -1.101 1.760 0.680
N -0.322 2.762 0.981
C 0.995 2.689 0.952
S 1.981 1.382 0.434
S 1.816 4.160 1.505
C 2.942 3.441 2.771
C 2.290 3.312 4.120
C 1.418 2.258 4.368
C 0.756 2.157 5.583
C 0.962 3.117 6.567
C 1.836 4.168 6.329
C 2.495 4.265 5.108
C -2.063 2.630 -1.290
C -3.152 3.454 -1.562
C -3.094 4.359 -2.605
C -1.945 4.422 -3.384
C -0.863 3.587 -3.136
C -0.918 2.689 -2.083
O 0.133 1.860 -1.854
H -3.729 0.837 0.866
H -2.689 -0.360 0.117
H -3.756 0.618 -0.895
H 3.798 4.113 2.797
H 3.276 2.481 2.385
H 1.244 1.520 3.591
H 0.073 1.333 5.764
H 0.439 3.047 7.514
H 2.004 4.918 7.093
H 3.179 5.088 4.927
H -4.037 3.398 -0.936
H -3.934 5.010 -2.809
H -1.890 5.129 -4.204
H 0.029 3.619 -3.750
N -1.749 -9.279 -4.729
C -1.686 -8.164 -4.457
C -1.604 -6.759 -4.116
C -2.404 -5.833 -4.774
C -2.310 -4.489 -4.460
C -1.407 -4.076 -3.496
C -0.609 -4.991 -2.829
C -0.713 -6.335 -3.136
N -1.292 -2.674 -3.196
C -1.556 -1.620 -4.068
C -1.230 -0.495 -3.401
N -0.794 -0.833 -2.122
C -0.818 -2.152 -2.059
H -3.107 -6.168 -5.525
H -2.961 -3.778 -4.951
H 0.114 -4.666 -2.092
H -0.094 -7.058 -2.624
H -1.915 -1.769 -5.072
H -1.297 0.531 -3.726
H -0.570 -2.726 -1.181
S -0.447 -0.888 1.265
C 0.778 -1.320 2.388
N 2.022 -1.638 1.953
C 3.063 -1.951 2.759
C 2.889 -1.988 4.109
C 1.614 -1.698 4.618
C 0.580 -1.372 3.775
H 2.174 -1.582 0.952
H 4.002 -2.158 2.266
H 3.717 -2.235 4.757
H 1.444 -1.724 5.688
H -0.406 -1.140 4.152
Cl 1.983 0.587 -4.114
Ge 3.424 1.627 -2.733
Cl 5.175 0.379 -3.054
Cl 2.228 -1.360 -1.249
*
```

Computed properties:
- molar mass (g/mol) = 828.70
- LUMO level (alpha / beta) (eV) = -4.71 / -5.70
- frontier orbital gap (alpha / beta) (Ha) = 0.2298 / 0.1849
- electronic energy (Ha) = -7403.6257
- ΔE to the lowest compared entry with this formula, charge and spin (kcal/mol) = 48.28

Atom charges from the Löwdin analysis, given in e for atoms 1 to 6: 0.2621 -0.0171 -0.2582 0.0326 0.0237 -0.9837



[7]
DFT (ωB97M-V with the def2-TZVPD basis set) results for a molecular structure, C31H26N6O2S4Ti.

Structure (ORCA input):
```
! RIJCOSX wB97M-V def2-TZVPD def2/J DEFGRID3
* xyz -2 3
Ti 0.546 1.648 -0.269
N 3.334 -1.470 1.125
C 2.459 -0.623 1.804
S 2.824 -0.166 3.411
N 1.407 -0.328 1.070
N 0.551 0.681 1.453
C -0.064 1.008 2.582
C -0.411 0.055 3.641
C -0.622 -1.283 3.292
C -0.969 -2.218 4.249
C -1.105 -1.851 5.581
C -0.868 -0.533 5.945
C -0.519 0.407 4.989
C -0.526 2.368 2.497
C -1.376 3.034 3.414
C -1.618 4.376 3.262
C -1.040 5.082 2.197
C -0.307 4.355 1.280
N -0.079 3.046 1.385
H 4.256 -1.455 1.528
H 3.311 -1.316 0.124
H -0.497 -1.572 2.256
H -1.126 -3.248 3.950
H -1.370 -2.588 6.330
H -0.929 -0.232 6.985
H -0.263 1.409 5.300
H -1.831 2.476 4.217
H -2.266 4.884 3.969
H -1.185 6.143 2.051
H 0.103 4.807 0.382
S 2.789 2.641 -0.657
C 2.600 2.981 -2.382
C 3.729 2.965 -3.205
C 3.663 3.246 -4.559
C 2.432 3.545 -5.132
C 1.300 3.555 -4.334
C 1.354 3.288 -2.968
S -0.155 3.350 -2.024
H 4.677 2.707 -2.747
H 4.562 3.213 -5.163
H 2.352 3.749 -6.194
H 0.334 3.767 -4.778
C -1.088 -6.348 -0.727
C -0.572 -5.021 -1.219
C -0.515 -4.754 -2.587
C -0.045 -3.535 -3.053
C 0.377 -2.575 -2.145
C 0.333 -2.819 -0.781
C -0.144 -4.043 -0.331
S 1.035 -1.011 -2.724
O 2.422 -0.999 -2.354
O 0.692 -0.943 -4.129
N 0.279 0.080 -1.846
C -1.084 0.056 -1.731
C -2.044 -0.579 -2.543
C -3.373 -0.424 -2.221
C -3.773 0.362 -1.136
C -2.771 0.972 -0.408
N -1.483 0.799 -0.686
H -2.113 -6.525 -1.061
H -1.080 -6.395 0.362
H -0.477 -7.173 -1.102
H -0.849 -5.505 -3.295
H -0.008 -3.318 -4.112
H 0.656 -2.049 -0.084
H -0.177 -4.229 0.737
H -1.735 -1.141 -3.411
H -4.120 -0.912 -2.839
H -4.811 0.510 -0.873
H -2.987 1.613 0.441
*
```

Computed properties:
- molar mass (g/mol) = 690.72
- LUMO level (alpha / beta) (eV) = 4.14 / 4.13
- frontier orbital gap (alpha / beta) (Ha) = 0.1689 / 0.2068
- electronic energy (Ha) = -4118.3294
- ΔE to the lowest compared entry with this formula, charge and spin (kcal/mol) = 19.24

Atom charges from the Löwdin analysis, given in e for atoms 1 to 6: 0.6010 0.0382 -0.9536 0.4636 -0.0602 -0.1599